Here is a cluster of 10 separate species, C41H82Cl18N2O4 in total from the Open Molecules 2025 dataset. Energies are from wB97M-V/def2-TZVPD.

Each line ends with the Mulliken charge.
CARTESIAN COORDINATES (ANGSTROEM)
H: 3.01407 -3.45404 -0.37213  0.3375
Cl: 0.14828 -4.73065 0.02747  -0.1378
C: 2.39110 0.62203 11.48024  -0.4908
C: -0.55075 3.68311 -1.22395  -0.3619
H: 0.89254 4.76237 -2.51592  0.3955
C: -0.23113 3.65937 7.96470  -0.4154
H: 3.03607 0.51035 -5.87178  0.3737
H: 2.02095 0.48117 12.49732  0.3221
H: -4.95839 -3.14530 -2.97436  0.3011
O: 3.20165 -2.56353 -5.94524  -0.4797
H: 3.95302 -0.00185 -0.24618  0.1979
C: -5.77926 -1.75802 -1.35079  -0.9234
H: 3.33915 -3.30926 -9.93839  0.3729
H: 0.31793 -7.56824 -0.54421  0.3177
H: 4.89485 -1.06981 5.44362  0.3271
H: -0.21518 0.67549 -4.19745  -0.5350
H: -5.57210 0.04931 -3.37059  0.2635
C: 2.14536 -0.76694 -1.39903  1.8017
H: -0.83941 5.28426 -2.75304  0.3393
H: -0.33314 4.01644 -4.81211  0.3853
Cl: -0.15022 3.23466 2.45877  -0.0861
H: -3.76809 1.82282 -4.58239  -0.0739
H: -2.88187 -7.56203 4.37441  0.3135
H: -4.58192 -0.34310 -4.85891  0.3179
H: 2.10589 -5.60214 1.01031  0.3220
H: -3.89046 -2.90630 -1.50633  0.2339
Cl: 1.53621 5.36747 6.74976  -0.2060
H: 0.81246 -2.47039 2.18113  0.2033
H: -1.21333 2.70615 -3.88832  -0.2180
H: -4.02290 4.41301 -8.95970  0.3701
H: -0.80053 3.43016 8.86719  0.3963
H: -2.53645 0.90394 -3.50572  -1.0265
H: -0.98172 0.26321 0.15673  0.0413
Cl: 2.73458 5.05552 2.64372  -0.2250
C: 2.86793 -0.44737 -5.25335  -1.0581
C: -2.06406 0.73004 4.04755  0.7009
C: 0.85737 0.97913 -4.44878  -0.4644
H: 1.87325 -0.21696 1.67444  -0.1519
H: -5.11388 2.61729 -2.54613  0.3280
H: -3.86994 1.86140 4.30299  0.3054
C: 1.49568 -5.88616 0.15169  -0.4178
H: -3.09350 -1.81198 -3.79470  0.3038
H: -0.93093 -1.09308 -1.06865  0.0434
Cl: -1.97898 3.97449 -7.90096  -0.1729
C: -4.09526 2.12844 -2.34375  -0.4084
Cl: -1.46196 -0.93974 4.14785  -0.2133
H: 1.72696 2.55486 3.71715  -0.0762
O: 2.30935 -1.51492 -6.07288  -0.1134
H: -4.13383 3.01300 -7.88621  0.2965
H: 2.20844 -0.29743 10.92190  0.3083
H: 3.06878 1.14755 -2.28655  0.3031
C: -1.82303 2.71497 -1.25693  0.6727
C: 0.97077 3.33264 3.83999  0.3502
C: 2.58586 -2.52912 -9.81759  -0.2604
H: 4.41184 0.22196 12.08359  0.2967
H: 2.10022 -5.76586 -0.74966  0.2522
H: 3.76044 -0.42930 -2.87131  0.5394
H: 0.51371 2.87396 7.82447  0.1575
H: 4.25549 -2.16258 1.21942  0.2937
C: 1.09590 2.46451 -3.90838  -0.6724
H: -5.41652 5.04788 -7.05979  0.2982
C: -3.56333 0.81541 4.24196  -0.4964
H: 1.83056 3.06637 -4.56193  0.3829
H: -0.04111 -1.29575 0.54139  -0.1417
H: 4.03307 1.94515 11.97822  0.3347
H: 0.39056 3.10380 4.73407  -0.1950
Cl: 4.34816 -0.81966 -11.03546  -0.2038
C: -3.75764 4.03380 -7.97109  -0.4838
H: -2.90479 -0.81502 -2.27323  -0.4713
H: 3.91736 -0.79561 -4.95530  0.4283
H: -3.88845 5.92514 -6.91949  0.3318
N: 1.60090 -2.13430 2.75227  -0.6582
H: -3.55031 4.14554 -1.34060  0.3941
H: -6.64462 -1.43153 -2.03086  0.2442
Cl: 4.58443 1.00986 9.88337  -0.1256
H: -1.48780 1.75573 -1.79647  -0.7626
Cl: -4.83950 -6.68766 3.38950  -0.1886
O: 2.59718 -3.19256 0.48467  -0.2856
H: 1.86206 -8.00124 0.19900  0.3867
H: 2.00915 -2.74906 -8.91737  0.1032
H: 3.22350 -0.76666 2.77001  -0.4072
C: -0.30386 -0.55843 -0.28236  -0.3658
Cl: 1.41193 1.91824 10.74806  -0.1438
Cl: -4.45968 0.09321 2.88142  -0.1645
C: 5.56227 0.97983 5.20398  -0.5432
C: -3.68986 -1.25559 -2.97954  0.4335
H: -2.82833 3.83122 -3.00946  -0.0893
H: 2.71331 -3.41385 -5.95336  0.3228
C: 5.04752 -0.17133 6.04400  -0.5558
H: 0.94471 -2.54070 -1.67327  0.2179
N: 1.59330 -1.92344 -2.17810  0.1014
Cl: -4.13062 4.25703 -5.26701  -0.0875
C: -3.62789 1.26093 -3.59754  1.2951
C: 3.44672 -1.00449 -0.49295  -0.9573
C: -4.34253 4.93308 -6.90178  -0.5439
C: -3.49181 -7.84507 3.51505  -0.2563
Cl: -4.78756 -9.59859 5.17545  -0.1895
H: -0.81457 4.54114 -0.49836  0.4523
H: 2.17055 4.75640 4.90631  0.1627
C: 0.97751 0.20278 -0.88450  1.0420
H: -4.11660 1.46112 -1.41614  0.0206
H: 0.33278 3.13979 -0.72084  0.0078
H: -3.87818 0.31447 5.15893  0.3728
C: 2.44985 -1.15756 2.01547  0.6447
C: 3.21859 -1.15882 -9.69866  -0.1983
H: -4.66902 -9.52663 2.81875  0.3226
C: -4.50779 -0.10291 -3.73796  -0.8299
H: -1.55657 1.29754 4.82937  -0.0917
H: 0.90326 1.00316 -5.59970  0.6904
C: -0.17900 4.35079 -2.62835  -1.2601
H: 5.61378 1.90444 5.78124  0.3383
C: 0.41591 5.02228 8.09571  -0.3820
H: -2.88669 -7.72458 2.61441  0.1213
C: 1.12184 -1.43970 -3.49245  -0.4176
C: 3.86371 0.97319 11.51205  -0.4885
H: -0.33000 5.81802 8.12958  0.3393
C: 1.01299 -7.31783 0.25881  -0.5302
C: -4.58848 -2.35116 -2.23772  -0.5195
H: 5.76609 -0.40673 6.83159  0.3455
C: -3.97460 -9.27663 3.62237  -0.4154
H: -1.75882 1.13485 3.08236  -0.4267
Cl: 1.45758 -2.63324 -11.19216  -0.2027
H: 0.84353 5.49064 3.99081  0.4297
H: -3.12514 -9.95960 3.56298  0.2859
H: 1.51285 2.52501 -2.84825  0.1480
H: 6.56457 0.75240 4.83637  0.3253
Cl: 4.54528 1.27732 3.77180  -0.1180
Cl: 0.20108 -7.63883 1.81253  -0.1970
Cl: 3.50935 0.22424 6.85258  -0.1378
C: 2.77508 0.10497 -2.62585  -2.6013
Cl: -1.37635 3.58688 6.60141  -0.1585
C: 1.59814 4.70303 3.97341  -0.3831
H: 1.00375 5.06792 9.01446  0.2930
H: -2.15725 2.38610 -0.20602  0.4340
C: 1.93792 -0.11259 -3.96931  2.4547
C: 3.20602 -1.90273 0.81267  -0.1911
H: 1.20469 -1.69885 3.60200  0.2317
H: -5.49047 -0.82642 -0.74867  0.1713
C: -0.27568 3.34681 -3.87554  0.2435
H: 3.79531 -1.09597 -8.77410  0.0560
H: 0.58932 0.86729 -1.72831  -1.6262
C: -3.08345 3.34693 -2.01415  -0.4155
O: 0.17736 -2.00082 -4.10608  -0.6938
H: 1.40727 0.92791 -0.09816  0.3467
H: 4.19392 -1.59278 -1.14484  0.4559
H: 2.46555 -0.36943 -9.68379  0.3532
H: -6.20113 -2.56429 -0.66760  0.3411

Atomic forces in eV per Å
-0.531 0.322 0.890
-0.336 -0.173 -0.037
0.149 -0.237 0.134
-0.539 0.347 1.041
-1.516 -0.668 -0.425
0.232 -0.042 0.241
-0.632 -1.493 0.707
0.075 0.089 -0.068
0.297 1.242 0.984
1.743 -2.050 0.040
-0.962 -1.436 -0.197
-0.496 0.055 -0.776
-0.061 0.152 -0.086
0.009 0.091 0.155
-0.065 0.158 0.024
1.534 0.202 -0.140
1.401 -0.168 -0.218
0.561 2.399 -2.244
0.809 -1.511 -0.046
0.085 -1.183 1.239
-0.003 0.066 -0.178
0.455 -0.523 1.566
-0.157 -0.051 -0.050
0.080 0.183 1.649
-0.183 0.026 -0.064
-0.965 0.694 -1.156
-0.488 0.259 1.254
0.611 0.270 0.326
1.276 0.766 0.248
0.022 0.045 0.117
0.037 0.093 -0.073
-1.565 0.806 -0.161
0.923 -1.369 -0.495
-0.009 -0.009 -0.153
0.807 0.193 0.821
-0.083 0.295 -0.072
-0.030 0.582 -0.210
0.770 -1.413 0.161
1.229 -1.128 0.295
0.112 -0.060 -0.056
0.185 -0.096 0.118
-0.681 0.845 1.327
1.010 0.634 0.835
0.023 -0.029 0.049
0.504 0.860 -0.025
-0.010 -0.168 0.020
-0.044 0.148 -0.093
-0.740 2.201 0.169
0.095 0.120 0.086
0.050 0.182 -0.037
-0.736 -1.168 -0.585
0.449 0.114 -0.722
0.279 -0.090 0.278
0.106 -0.023 0.254
-0.126 0.005 -0.057
-0.098 -0.112 0.014
-1.133 0.870 0.431
-0.071 0.125 -0.055
-1.407 0.498 -0.540
-0.638 0.844 -0.205
0.090 -0.090 -0.026
0.083 0.095 0.171
-0.915 -1.143 0.926
-0.268 0.929 -1.014
-0.079 -0.086 -0.119
0.048 0.123 -0.068
-0.004 0.014 -0.057
-0.212 0.006 -0.060
-1.315 -0.465 -0.755
-1.575 0.432 -0.198
0.038 -0.171 0.021
-0.090 0.625 0.036
0.457 -1.146 -0.937
1.180 -0.441 0.957
-0.038 0.072 0.160
-0.672 1.258 0.697
-0.026 0.003 0.039
0.801 1.442 -0.794
-0.024 0.118 0.058
0.046 0.149 -0.053
-1.023 -0.696 -1.342
-0.116 0.917 0.269
-0.051 0.045 -0.071
0.012 -0.034 -0.010
0.190 -0.035 0.196
-0.470 -0.779 -0.794
-0.026 -0.478 1.402
-0.459 1.012 0.095
0.164 -0.068 -0.079
0.236 0.374 -0.488
-0.129 1.817 -1.165
-0.015 0.200 -0.139
-0.906 -0.669 -0.334
-0.693 -1.225 0.262
-0.086 0.123 -0.170
0.196 -0.105 -0.056
-0.040 -0.001 0.004
0.528 -1.170 -1.033
-0.024 -0.349 -1.129
-0.504 -0.454 1.066
-0.326 0.806 -1.204
-1.229 0.740 -0.960
0.062 -0.030 -0.156
-0.132 0.136 0.192
-0.100 -0.011 0.261
0.017 0.109 0.146
1.119 0.487 -0.144
-0.107 -0.048 -0.014
-0.222 -0.031 1.740
-0.158 0.013 0.523
-0.117 -0.113 -0.070
-0.060 0.051 0.354
-0.079 -0.067 0.046
-1.760 -1.812 -0.250
0.058 0.004 0.222
0.086 -0.107 -0.125
0.102 0.013 -0.305
0.683 -0.012 0.935
-0.033 0.108 -0.057
0.138 0.008 -0.185
-0.114 -0.120 0.114
0.004 -0.012 -0.063
0.090 -0.117 -0.068
-0.021 0.124 0.039
-0.520 -0.488 -1.378
-0.110 -0.063 0.028
0.009 0.138 0.038
-0.053 -0.002 0.031
-0.095 -0.035 -0.251
1.497 -0.944 -0.517
-0.107 0.050 -0.032
0.197 -0.139 -0.151
-0.057 -0.121 -0.070
0.598 0.620 -1.436
-0.770 -0.951 0.536
1.586 0.484 0.512
0.311 -0.271 -0.837
-0.163 -1.460 -0.756
1.031 0.920 -0.297
-0.070 -0.121 -0.065
0.678 -1.047 0.915
0.036 -1.087 0.165
3.223 1.927 1.975
-0.646 -1.095 -1.117
-1.103 0.878 0.855
0.061 -0.138 -0.100
0.638 1.097 -0.734

Summary:
net charge: 0
electronic energy: -10305.1112 Eh
Kohn-Sham gap: 9.077 eV
structure (SMILES): CCCCCCCCCCCCC[C@@]1(COO)C[C@](CC)(C[C@H](O)CN)NC1=O.ClCCCl.ClCCCl.ClCCCl.ClCCCl.ClCCCl.ClCCCl.ClCCCl.ClCCCl.ClCCCl
M: 1305.27 g/mol